DFT (the ωB97M-V functional and the def2-TZVPD basis) results for C89H210N12O32 as an isolated structure at a distorted geometry.

E: -179051.11656 eV
charge: +4
max |F|: 9.7 eV/A

Structure (XYZ):
```
343
Properties=species:S:1:pos:R:3:forces:R:3
C -6.321978 0.150264 -2.587489 1.8848 -0.4665 -0.0667
N -5.832998 0.524654 -3.986729 0.3774 0.9251 1.3437
C -6.886048 1.504604 -4.503709 0.8035 -0.5049 0.4573
C -4.425028 1.218184 -3.888109 -0.7094 0.1273 -0.6883
C -5.787858 -0.796886 -4.792059 -0.7438 1.0714 0.7249
C -4.994228 -0.834306 -6.077089 0.1542 -1.5259 -0.3942
O -3.625718 -0.968446 -5.950599 1.4368 1.6188 0.2510
H -7.187658 -0.503696 -2.692509 -0.1322 0.4984 0.2500
H -6.348728 0.983414 -1.885179 -1.0084 0.6033 -0.7719
H -5.521838 -0.382266 -2.073389 0.1835 -0.7951 -0.5585
H -6.587358 1.697564 -5.534069 -0.6974 0.3729 0.1081
H -6.945318 2.371954 -3.846219 0.9495 0.3523 -0.3633
H -7.879588 1.109064 -4.292719 0.0738 -0.6881 -0.9116
H -3.621838 0.506534 -3.696969 -0.4911 -0.2716 0.5292
H -4.497458 2.073034 -3.215729 -0.0544 -0.3715 0.3886
H -4.123338 1.692084 -4.822189 -0.5717 -0.1965 -0.3850
H -6.841728 -0.964876 -5.013929 -0.0414 -0.1953 -0.1131
H -5.476528 -1.512306 -4.030919 0.4342 -0.2424 -0.4554
H -5.217628 -0.059746 -6.810749 -0.0770 0.2406 0.2984
H -5.242678 -1.790076 -6.538499 -1.2214 0.0171 -0.2124
H -3.390728 -1.804126 -5.540699 -0.0843 -0.6851 0.5580
C -0.227258 -2.456056 -5.888589 -0.4000 -1.2027 0.7128
N 0.662662 -3.561856 -5.303759 1.5326 1.7333 -0.7746
C 1.712272 -2.751866 -4.399929 -1.1654 -0.9316 -0.3501
C -0.012688 -4.584996 -4.451949 -0.1406 0.4489 1.2194
C 1.494362 -4.292276 -6.400369 -0.7700 -0.7424 1.2317
C 0.675142 -4.779756 -7.607389 -1.7392 0.1662 0.5742
O -0.403398 -5.706156 -7.258489 1.0556 0.4379 0.3539
H -1.224908 -2.873726 -6.024029 0.1776 -0.1265 -0.7362
H 0.283832 -2.075336 -6.772859 -0.3874 0.0355 0.0844
H -0.418378 -1.684666 -5.142579 0.4771 0.0214 0.0095
H 1.103282 -2.088026 -3.786279 -0.0856 -0.7543 0.6441
H 2.351212 -2.028036 -4.905809 -0.0144 -0.6407 -0.9769
H 2.336162 -3.513066 -3.931499 -0.1464 0.3636 0.3462
H -0.398128 -4.036046 -3.592769 -0.1141 -0.2946 0.0541
H 0.732972 -5.298586 -4.101399 0.2694 0.3345 0.1684
H -0.807638 -5.194886 -4.881119 0.0300 0.8232 -0.7395
H 1.775062 -5.177716 -5.830019 0.5576 -0.0803 -0.2729
H 2.403852 -3.700946 -6.506489 -0.1582 -0.0467 -0.7427
H 1.273982 -5.233206 -8.397249 0.2765 0.3896 0.1182
H 0.019882 -3.984716 -7.963269 0.7516 0.3219 -0.6119
H -0.016058 -6.507206 -6.898089 0.0979 -0.3095 -0.0668
C -5.718138 -7.216386 1.065071 -2.0904 2.0267 0.8860
N -6.835998 -6.090336 1.404771 -1.1988 -0.6435 -2.1812
C -7.464148 -5.422926 0.149291 1.0900 -0.7175 0.6315
C -8.066998 -6.637476 2.162931 1.9753 0.6112 0.3609
C -6.234138 -4.982176 2.277281 -0.5060 -0.3766 -0.9112
C -5.225918 -4.058906 1.590261 -0.7381 0.3299 0.0413
O -4.021398 -4.658746 1.446321 1.6199 -0.3869 -1.2486
H -6.153978 -8.159036 0.734061 -0.4670 0.2644 0.2321
H -5.295808 -7.269176 2.068541 0.9151 -0.4899 -0.5416
H -5.133458 -6.776066 0.257371 0.3399 0.0513 0.6006
H -6.647938 -5.073326 -0.482909 -0.2161 0.3945 0.1760
H -8.118348 -4.656796 0.565401 0.2317 0.2109 -0.4520
H -8.051338 -6.107696 -0.462599 0.0210 -0.3397 0.4712
H -8.570248 -7.460176 1.654991 0.3476 0.0983 0.0150
H -8.713018 -5.769636 2.295711 -0.1637 -0.3238 0.0297
H -7.596378 -6.882586 3.115051 -0.7592 -0.5526 0.2068
H -5.731668 -5.501296 3.093451 0.0591 0.2108 0.2117
H -7.109408 -4.438436 2.632731 0.1392 0.1034 0.1491
H -5.236648 -3.137246 2.172091 0.3065 0.1648 0.5857
H -5.401538 -3.691566 0.579161 -1.0841 -0.2051 -0.0871
H -3.609398 -4.928786 2.270291 0.3747 -0.5748 1.5147
C 8.671102 -1.024186 -2.547989 -0.7051 -0.3569 1.0287
N 7.979792 -0.984246 -1.186909 -1.1972 1.4959 1.3109
C 8.901802 -0.142276 -0.209959 -0.6389 -1.3824 -1.0949
C 6.596122 -0.233906 -1.285339 1.5154 -0.5572 -0.6270
C 7.771852 -2.386956 -0.630349 -0.5374 -1.3785 -0.7979
C 6.746232 -2.616466 0.484301 1.3474 0.9903 -1.1982
O 7.259392 -1.953876 1.599151 -0.3756 -0.2618 0.6301
H 9.446182 -1.790566 -2.547219 0.0978 0.1883 0.2861
H 9.094752 -0.028506 -2.679279 -0.1420 -0.2021 -0.4906
H 7.918912 -1.353746 -3.264729 -0.0087 0.3596 -0.1337
H 9.777072 -0.791456 -0.234159 0.3529 0.6674 0.5171
H 8.478532 -0.027136 0.787881 -0.1320 -0.5918 -0.2482
H 9.066722 0.853634 -0.621119 0.0913 -0.2759 -0.3698
H 6.221952 -0.040786 -0.279949 0.1155 -0.1911 -0.0936
H 5.924862 -0.802886 -1.928589 -0.1062 -0.4401 0.1608
H 6.786052 0.696874 -1.819829 0.2157 0.1532 0.2069
H 8.751482 -2.804576 -0.397929 0.0830 0.3797 0.4400
H 7.398012 -3.079156 -1.384799 0.0508 0.5985 -1.0004
H 6.631342 -3.698046 0.555641 0.2073 -0.1409 0.4252
H 5.774572 -2.241186 0.163171 -0.1757 0.1178 0.1003
H 6.534702 -1.406756 1.910751 -0.2952 0.4323 0.8235
C 6.434292 0.198314 -5.442039 -1.3802 -0.0256 -0.2644
N 5.217682 0.995344 -5.954299 1.1188 2.8730 0.7057
C 5.196452 2.342734 -5.113879 0.7449 -1.8352 -0.4212
C 5.516292 1.359914 -7.414189 0.0350 -0.7286 0.7746
C 3.881872 0.269894 -5.706589 0.6886 1.0254 -1.5529
C 2.630402 1.050594 -6.328639 2.3372 -0.3469 -0.5747
O 2.538012 0.807644 -7.754579 -0.3061 -0.4036 1.5048
H 7.373402 0.708584 -5.656009 -0.3116 0.3201 -0.0742
H 6.421202 -0.757856 -5.965189 -0.0044 -0.0415 0.2305
H 6.285742 0.040384 -4.373829 0.0274 -0.1858 -0.2193
H 5.178862 1.944124 -4.099529 -0.6373 0.4801 0.0920
H 4.359042 2.986484 -5.382989 0.0917 -0.3160 0.2323
H 6.163092 2.835114 -5.220049 -0.0800 0.0180 -0.4495
H 5.638032 0.443734 -7.992029 -0.5123 -0.0784 0.0298
H 6.519752 1.785504 -7.406989 -0.3130 0.5182 -0.0020
H 4.732822 1.998934 -7.821529 0.2599 -0.0920 0.0754
H 3.811382 0.097864 -4.632559 0.0241 -0.1367 -0.1899
H 4.187602 -0.608786 -6.274529 -1.2177 -0.7793 0.3407
H 2.823212 2.123254 -6.310599 -0.3621 -0.0843 0.5700
H 1.773522 0.799454 -5.703509 -0.3002 0.0687 -0.4047
H 2.264362 -0.109126 -7.833609 -0.1027 -0.1405 -0.4627
C -1.378338 -1.023326 4.179331 0.1009 1.6096 -0.0360
C -0.336128 -2.083476 3.908541 0.2362 -1.0555 0.9915
C 0.915832 -2.078826 4.865921 -0.7438 -1.6242 -1.1903
N 1.868402 -3.244976 4.469061 2.5439 -0.2347 1.0697
C 1.207462 -4.643926 4.860231 0.2997 2.1595 -1.7503
C 3.199042 -3.106726 5.285561 -0.6235 1.0356 1.6743
C 4.411132 -3.427876 4.466871 0.1331 0.2240 -2.4971
C 3.789572 -3.985806 3.110251 0.1979 -0.7889 1.5216
C 2.520282 -3.153666 3.116701 -0.5928 -0.0995 -1.9705
H -0.912788 -0.059786 3.972111 -0.4268 0.2013 -0.1268
H -1.810728 -0.882596 5.169951 0.5309 -0.7553 0.4987
H -2.280758 -1.104696 3.573431 0.3729 -0.2774 -0.4126
H 0.006532 -2.084126 2.873801 0.0168 0.4514 -0.0207
H -0.867198 -3.030586 4.003631 0.2458 -0.1797 0.1221
H 0.639042 -2.363866 5.880931 -0.1604 0.3751 0.0707
H 1.475612 -1.143566 4.861481 0.1203 -0.1642 -0.1220
H 1.208622 -4.608476 5.949651 -0.5800 -0.4090 -0.3231
H 1.709812 -5.503686 4.416871 0.5875 0.3642 0.3183
H 0.284312 -4.552756 4.287891 -0.4418 -0.4836 0.9545
H 3.119632 -3.632916 6.236841 -0.1894 -0.2584 -0.2141
H 3.299802 -2.049676 5.531711 -0.4589 0.0592 0.1616
H 5.273962 -3.850786 4.981421 -0.5472 -0.8559 -0.0696
H 4.818422 -2.487296 4.096021 0.0335 0.3197 0.2646
H 3.588612 -5.057076 3.119531 -0.0125 -0.0479 0.1049
H 4.405072 -3.798506 2.230381 -0.1264 0.2137 0.1369
H 1.822642 -3.330846 2.298171 -0.1041 -0.5365 0.0853
H 2.919202 -2.165016 2.889691 -0.5545 0.6604 0.7900
C -0.925618 -6.816156 1.591031 -0.3366 1.1551 -1.1122
C -1.116218 -7.735296 0.340221 1.8380 -0.7400 1.1609
C -2.059788 -7.195286 -0.722069 0.8663 -0.2124 -0.8827
N -2.731978 -8.280236 -1.632589 -2.4534 1.2939 0.8335
C -3.586338 -9.230076 -0.747289 0.9005 0.7807 -1.7299
C -1.774778 -8.983106 -2.540199 0.3552 1.2375 0.4079
C -1.787898 -8.198496 -3.843349 -0.8487 1.0032 -1.4555
C -2.974778 -7.169836 -3.899029 -0.1363 -0.7706 1.8842
C -3.751448 -7.552896 -2.665509 -0.2249 -0.8294 1.8662
H -1.921418 -6.489906 1.891121 0.2610 0.0604 0.5698
H -0.327348 -5.944496 1.325751 -0.4454 0.5351 -0.8294
H -0.297408 -7.041176 2.452901 -0.5479 -1.5912 -0.0228
H -1.271338 -8.753386 0.697351 -0.8038 -0.0355 -0.0411
H -0.139548 -7.849026 -0.130179 0.1856 0.1994 -0.0833
H -1.415548 -6.631886 -1.397069 -0.2113 0.1147 -0.2295
H -2.741218 -6.436356 -0.337649 -0.7191 -0.5407 -0.0522
H -2.924268 -9.800816 -0.096129 -0.3425 0.4035 0.2615
H -4.076948 -9.917026 -1.436859 -0.0158 -0.0267 0.0927
H -4.334408 -8.566366 -0.313719 0.4121 -0.5529 0.4245
H -2.078428 -10.024996 -2.641999 0.2486 0.1277 0.0809
H -0.803318 -8.809386 -2.077409 0.0702 -0.9171 0.0001
H -1.945608 -8.858466 -4.696379 0.7340 -0.0336 0.0168
H -0.938008 -7.523126 -3.941629 0.5138 -0.8538 -0.1836
H -3.657578 -7.254566 -4.744429 0.4708 0.1273 -0.1903
H -2.626178 -6.151866 -3.724929 -0.0680 0.0087 -0.5352
H -4.538098 -8.298046 -2.783969 0.2546 -0.2802 -0.5558
H -4.267008 -6.747536 -2.142349 0.5206 0.3012 0.1267
C -8.173518 5.678744 3.465611 -1.6235 -0.3089 0.4838
C -7.900448 4.138254 3.612421 1.3734 1.4374 -1.7062
C -6.956648 3.859954 2.413211 -0.3091 -0.5802 -0.7497
N -6.481558 2.435234 2.252931 1.1800 -0.6174 -0.1689
C -7.689358 1.446474 2.182151 1.4508 1.1250 -0.2305
C -5.522638 2.246284 3.408171 0.5528 -2.7144 -1.6994
C -4.702758 0.989194 2.815621 -0.1790 0.8105 0.6707
C -4.285678 1.424604 1.401821 -1.0640 -0.1313 0.4923
C -5.507538 2.297194 0.999691 -0.3049 -0.2425 0.0462
H -8.475518 6.098414 4.425171 -0.5270 -0.2743 -0.0038
H -9.000528 5.741044 2.758321 -0.1266 0.4828 0.1461
H -7.453928 6.440194 3.164811 0.8767 -0.9354 -0.3949
H -8.765168 3.520754 3.369421 -0.4169 0.4956 0.7059
H -7.532258 3.976614 4.625541 0.3275 -0.5285 -0.3395
H -6.077198 4.500284 2.344961 0.0930 -0.0993 0.4287
H -7.449628 3.983164 1.448901 -0.6872 0.6941 0.2002
H -7.390178 0.438014 1.896511 0.3129 0.2991 -0.1102
H -8.272058 1.911744 1.387111 -0.5102 -0.3766 0.2917
H -8.177088 1.377084 3.154471 -0.0667 0.3690 -0.2018
H -6.191678 2.037454 4.242971 0.8070 0.2297 0.4424
H -4.939778 3.166774 3.375431 0.1800 -0.2140 0.7966
H -5.448098 0.198534 2.729441 0.0082 -0.1501 0.0010
H -3.855938 0.521714 3.318071 -0.1168 0.6444 0.5936
H -4.214438 0.511674 0.810571 -0.2932 0.0818 -0.2984
H -3.293308 1.865674 1.308231 -0.2768 0.6357 0.4894
H -6.018878 1.772424 0.192681 -0.5130 0.3502 0.1549
H -5.290078 3.317784 0.684701 0.1625 -0.1566 0.1336
C -5.811228 5.286084 -1.563879 0.3368 0.6187 -1.6184
C -4.713608 6.337314 -1.331599 0.3198 -0.3111 1.6259
C -3.405218 5.600584 -0.962769 0.2099 0.7801 -0.1723
N -2.091138 6.452084 -0.875089 -1.9115 1.2768 -0.3358
C -2.199458 7.580514 0.216561 0.6932 -1.6195 0.2149
C -1.872098 7.271134 -2.240369 1.0995 0.1611 0.9947
C -0.486098 6.791354 -2.710609 0.0804 0.3950 0.4072
C 0.238782 6.208384 -1.500859 -0.5080 0.3408 0.7846
C -0.874818 5.545314 -0.665279 1.4250 -0.0236 -0.8690
H -5.940288 5.299564 -2.646129 -0.4028 -0.3924 -0.0946
H -6.744818 5.632584 -1.120659 0.0225 -0.5024 0.1361
H -5.504348 4.267204 -1.327639 -0.1826 0.0429 0.4402
H -5.066578 6.819644 -0.420069 0.4032 0.7519 -0.0965
H -4.663478 7.053534 -2.151739 0.1316 -0.1772 0.0941
H -3.229528 4.826644 -1.709929 0.3976 0.0566 -0.0647
H -3.567898 5.171214 0.025801 0.4366 -0.1385 0.0680
H -2.252948 7.060554 1.173051 -0.0662 -0.0497 0.0441
H -3.042128 8.267934 0.142621 -0.1386 -0.4877 -0.6932
H -1.284378 8.170844 0.168981 0.0001 -0.1817 -0.1207
H -1.928118 8.320524 -1.950999 0.6660 -0.0322 0.3883
H -2.667538 7.305864 -2.984799 -0.1148 -1.5020 0.1025
H 0.147272 7.636754 -2.979369 -0.4208 -0.0811 -1.0094
H -0.650708 6.027354 -3.470419 0.4999 0.2282 -0.3463
H 0.714952 6.953074 -0.863059 -0.5158 0.9265 0.0759
H 1.163132 5.666064 -1.699779 -0.6428 -1.0652 -0.5613
H -0.462258 5.410144 0.334521 -1.0929 0.4449 0.5024
H -1.047478 4.536954 -1.041459 -0.6184 0.1889 -0.2564
C 6.904372 3.488884 2.267881 0.3788 0.6065 -0.3913
C 6.453512 3.807024 0.755791 -0.9256 0.0636 1.5234
N 5.551962 5.075754 0.652181 0.4735 -0.3491 1.3294
C 6.361862 6.265554 1.184331 -1.2482 -0.6752 -1.0132
C 5.212792 5.338424 -0.923799 0.9832 0.3345 2.1746
C 4.225332 4.346594 -1.512049 1.8272 -0.2339 -0.1015
C 4.281372 4.841674 1.531411 -0.4165 1.4567 -2.7193
C 3.228802 6.027914 1.323951 -0.0936 -1.8117 0.7542
O 2.044692 5.454744 1.895671 0.1599 0.1551 -0.0560
C 1.389282 6.185154 2.925381 0.1315 -0.4384 0.1144
H 7.613442 4.169834 2.738651 0.2779 0.4708 -0.7491
H 7.404302 2.533054 2.424611 -0.1834 -0.2396 -0.7874
H 6.126912 3.474674 3.031721 -0.6333 -0.1174 -0.6950
H 5.825872 2.987114 0.406621 -0.0180 0.0484 0.2161
H 7.208002 3.938774 -0.019759 0.5263 0.1237 0.6117
H 6.704882 6.110784 2.207311 0.0732 -0.2753 -0.3285
H 5.654402 7.094774 1.184691 0.4444 0.2316 -0.1770
H 7.155032 6.370694 0.444111 0.1896 0.4731 0.4564
H 6.229442 5.250054 -1.306819 -0.1342 -0.4051 -0.4638
H 5.080772 6.419264 -0.973459 -0.9295 -0.1038 0.0273
H 4.115652 4.509264 -2.584249 -0.9009 0.5924 0.1450
H 3.328782 4.148164 -0.924749 -0.0403 0.2983 -0.5302
H 4.835172 3.448164 -1.606979 -0.4181 -0.6682 0.4653
H 4.426242 4.722764 2.605181 0.6656 0.0285 -0.3403
H 3.945742 3.907184 1.081761 -0.6516 0.1035 0.6121
H 2.983212 6.293164 0.295641 0.4049 -0.1821 -0.1821
H 3.572042 6.929204 1.831851 -0.1542 0.0419 0.2421
H 0.789152 7.007094 2.535051 0.2633 0.2709 0.0712
H 2.125952 6.473314 3.675291 0.0516 0.6638 -0.0264
H 0.706652 5.519984 3.454221 -0.1250 -0.2378 -0.3945
C 1.378182 5.819664 7.118601 0.2682 1.1240 -0.4745
C 1.997932 4.541134 7.622611 1.2401 0.2817 -0.6305
N 2.643192 3.654904 6.523971 -0.2343 -0.7173 -0.2454
C 1.544802 3.045894 5.573171 0.0295 0.8416 1.3458
C 3.611282 4.474354 5.662881 -0.5898 -0.0679 -1.1959
C 4.895522 5.055204 6.240891 -0.6876 -0.0705 0.6358
C 3.477262 2.549434 7.217481 -1.6351 -0.3050 1.4296
C 2.688922 1.742674 8.342511 -0.2882 -0.2963 -2.3050
O 1.560572 1.123284 7.625281 0.5279 0.0206 1.3786
C 0.589662 0.417734 8.469611 1.1382 1.0220 0.1766
H 0.588752 6.169944 7.783581 -0.3462 -0.3469 -0.3944
H 1.136682 5.859744 6.056441 -0.8536 -0.4554 0.1502
H 2.091072 6.643204 7.159331 0.3633 -0.0659 0.2354
H 1.322962 3.972564 8.262331 0.2437 -0.2797 -0.4221
H 2.867422 4.896064 8.175901 -0.0849 -0.6110 0.5564
H 1.920152 2.159034 5.062591 0.1896 0.2823 0.0358
H 1.152012 3.818234 4.911891 0.6184 0.0233 -0.2612
H 0.703142 2.811394 6.224871 0.2924 -0.3863 -0.0476
H 2.998362 5.251464 5.206221 -0.0601 0.4089 0.6124
H 3.801792 3.922534 4.742391 0.2325 -0.9587 0.3850
H 5.391492 5.615554 5.448351 -0.0879 0.0821 0.0642
H 5.618902 4.348484 6.647551 -0.1735 -0.1683 -0.2200
H 4.621812 5.735784 7.047111 0.3141 0.2537 -0.0185
H 4.283232 3.099024 7.703761 0.1378 -0.3757 -0.1625
H 3.797812 1.805104 6.488571 0.1592 0.4416 -0.3153
H 2.449112 2.346314 9.217841 -0.5072 0.0695 -0.1386
H 3.351042 0.946334 8.682441 0.1903 0.0141 0.0194
H 1.053302 0.023284 9.373791 0.2513 -0.0974 -0.0407
H 0.163402 -0.426656 7.927941 -0.1060 0.4200 -0.1900
H -0.115588 1.179174 8.802671 -0.5009 -0.3813 -0.1344
C 0.861772 0.870064 2.398151 0.4315 -0.1451 -0.6684
C 1.121772 0.029944 1.138121 -0.2571 -0.3989 -0.0796
N 0.872192 0.717994 -0.218679 -0.2767 -0.3558 1.2557
C 1.809662 1.955644 -0.341189 -1.2232 -1.2401 -0.5495
C 1.275062 -0.361336 -1.300819 1.2984 1.4071 0.8968
C 2.824542 -0.506536 -1.460959 -0.4931 0.3574 -1.1660
C -0.664858 1.175874 -0.347739 2.2311 -0.8948 -1.4165
C -1.643468 0.004884 -0.422589 1.3718 1.2280 -0.2731
O -1.792828 -0.486886 0.855681 0.2372 2.7821 1.2342
C -2.298548 -1.719756 0.920331 -0.9679 -3.1931 -0.9961
H -0.169738 1.222084 2.411061 0.2414 0.5704 -0.0977
H 1.636972 1.628044 2.510501 -0.3481 0.4418 -0.1118
H 0.953152 0.286524 3.314251 0.2457 -0.4504 -0.3659
H 0.470972 -0.844136 1.161481 -0.0013 0.0964 -0.2335
H 2.130542 -0.368736 1.030771 0.1460 0.2439 0.4075
H 2.799932 1.647914 -0.005369 -0.1065 0.0250 -0.0940
H 1.460712 2.800904 0.252001 -0.3183 -0.2778 0.1586
H 1.758642 2.183254 -1.405939 0.3805 0.3885 -0.1361
H 0.982742 0.012644 -2.282039 -0.5649 0.1722 0.1808
H 0.814272 -1.318116 -1.055149 0.0379 0.1503 0.2465
H 3.580922 -0.443186 -0.678679 -0.7254 -0.6229 0.7451
H 3.174942 0.277714 -2.131969 -0.2347 0.2418 -0.2656
H 2.925562 -1.421776 -2.044249 0.4111 -0.2099 0.3244
H -0.566268 1.590134 -1.351119 -0.5998 0.7265 0.0069
H -0.831078 1.908004 0.442491 -0.1457 -0.0560 -0.0903
H -1.258028 -0.752306 -1.105379 -0.1019 -0.1333 -0.1394
H -2.572458 0.379744 -0.852199 -0.2866 0.0303 -0.0557
H -2.744188 -1.997686 -0.034799 -0.1694 -0.1420 -0.3103
H -3.112458 -1.881876 1.626991 0.3294 0.2385 0.5650
H -1.466458 -2.411586 1.051111 -0.1516 -0.6284 0.5056
O -1.818878 5.032484 4.311971 0.2966 0.7922 1.4766
C -1.993918 4.451454 3.124151 -0.3616 -2.0950 -2.1038
O -2.789298 4.933154 2.334671 -1.8004 2.1543 -0.9609
O -1.394268 3.386964 2.868171 1.5133 -1.0575 0.9880
H -1.339328 4.365174 4.808281 0.2072 -0.0438 0.2920
O -2.457348 3.988964 -4.102349 -1.0433 -0.5630 1.2815
C -2.364228 4.711884 -5.237619 -2.1352 2.1715 -3.7966
O -3.331098 5.156194 -5.878449 -1.2917 -0.7038 1.6507
O -1.212138 4.876184 -5.633589 3.4137 -0.0750 0.2481
H -1.507378 3.852984 -4.128069 1.2647 -1.1857 1.4140
O 5.790902 -4.003996 -3.205559 1.3011 -0.3171 2.4884
C 5.082542 -3.195806 -3.946149 0.8225 5.1112 -0.3434
O 5.100992 -1.954486 -3.821449 0.1326 1.4054 1.5318
O 4.571302 -3.768126 -4.874569 -3.1021 -2.0702 -3.7208
H 5.416682 -4.618276 -3.841349 0.8833 -3.7126 0.2537
O 1.525002 4.317184 -4.836019 1.3786 -0.1076 -0.5924
C 1.495102 3.335204 -3.940949 -1.5568 0.2296 1.2284
O 2.486252 2.751994 -3.550399 3.7137 -1.2042 0.2347
O 0.363842 3.115984 -3.470289 -2.1375 -0.6455 0.8864
H 0.570852 4.330514 -4.940999 -1.5299 1.4767 -1.3394
O -0.297738 -4.551056 -1.215329 -2.6526 -0.0824 -0.3644
C 0.934862 -4.486886 -0.771709 6.0228 -6.6199 -1.9040
O 1.273112 -3.468146 -0.243419 0.5084 5.0921 2.7266
O 1.717262 -5.480856 -0.960789 -1.7987 0.7811 -0.1855
H -0.456188 -3.805546 -0.631619 -2.4092 1.1260 -0.1916
O 4.659952 1.643344 1.915711 -0.7296 5.1541 -0.4846
C 4.730952 0.696424 2.802361 -6.0278 -0.0336 7.5507
O 4.044742 0.723874 3.868511 1.7487 0.5762 -0.4965
O 5.174822 -0.283326 2.233341 2.9523 -5.6211 -0.6328
H 4.980862 0.834954 1.509361 1.5046 -0.1852 -5.9445
O -3.494658 -4.221246 -2.329899 0.2232 -2.4555 -0.0530
C -3.234678 -3.248806 -3.212929 -0.7800 2.0614 -1.1353
O -3.103538 -3.411386 -4.422419 0.2378 -0.9777 -0.7769
O -3.265278 -2.153746 -2.600519 0.4770 2.0991 0.2116
H -3.350598 -3.581446 -1.628829 -0.3355 -0.4828 1.7422
O -2.910128 -4.052166 4.649751 0.4972 6.0914 1.0565
C -2.827048 -5.296846 4.823851 0.4959 -6.2960 1.6213
O -3.161278 -5.928646 3.872581 -2.4375 -3.5842 -5.9562
O -2.412458 -5.811036 5.882141 0.5954 1.5322 1.0130
H -2.481468 -4.002986 5.507321 0.4481 2.7446 1.5843
```
Positions in Å, forces in eV/Å.